No. 1
The following is a quantum chemistry calculation of a cluster of 2 separate species, C3H8O in total, from the OMol25 dataset.

The geometry in XYZ format:
```
12
Properties=species:S:1:pos:R:3:mulliken_charge:R:1
H 1.623 -2.930 -0.507 0.2118
H 1.798 -2.270 -0.206 -0.2224
C -1.527 0.518 0.028 -1.1170
C -0.085 0.379 -0.462 -0.1797
C 0.915 0.548 0.655 0.0318
O 1.901 -0.129 0.817 -0.4440
H -1.656 1.434 0.618 0.3231
H -1.815 -0.330 0.658 0.3207
H -2.222 0.565 -0.814 0.2963
H 0.094 -0.583 -0.953 0.2154
H 0.132 1.168 -1.197 0.2680
H 0.690 1.385 1.356 0.2961
```

Calculated values
- energy relative to the best compared isomer or geometry (same formula, charge and spin) (kJ/mol) = 115.0
- net charge = 0
- SMILES = [H][H].CCC=O
- frontier orbital gap (eV) = 10.899
- highest occupied orbital energy (Eh) = -0.36414
- F_max (eV/A) = 0.5



No. 2
The following is a quantum chemistry calculation of a structure of composition C57H55BiN2P2Si at a distorted geometry, from the OMol25 dataset.

The geometry in XYZ format:
```
118
Properties=species:S:1:pos:R:3:mulliken_charge:R:1
Bi 0.942 -0.312 -1.247 1.4790
C -0.453 1.133 3.667 -1.7512
Si 0.268 0.203 2.165 1.2977
C 0.417 1.111 0.469 0.9252
C 1.357 2.192 0.850 -0.3495
C 1.048 3.478 0.993 -2.5350
C -0.156 3.991 0.344 -0.3006
C -1.237 3.001 0.044 1.3541
C -1.050 1.476 0.113 -0.4544
P -1.823 0.067 1.098 0.5258
C -3.516 0.456 1.618 1.4512
C -4.163 -0.348 2.558 -0.6686
C -5.461 -0.053 2.933 -0.9935
C -6.111 1.045 2.389 -0.7863
C -5.453 1.872 1.493 -1.5394
C -4.153 1.588 1.115 -0.6751
C -2.637 -0.881 -1.369 2.2464
C -1.989 -0.596 -2.732 -0.3613
C -2.643 -1.112 -3.937 -1.4670
C -3.875 -1.638 -3.903 -1.0083
C -4.578 -1.753 -2.653 -1.0257
C -4.002 -1.451 -1.480 -1.0582
C 1.960 -0.475 2.792 0.6011
C 2.098 -0.587 4.178 -0.7290
C 3.310 -0.870 4.785 -0.9969
C 4.442 -1.058 4.011 -0.8217
C 4.325 -1.022 2.634 -0.8359
C 3.105 -0.737 2.022 0.0733
P 3.137 -0.769 0.196 0.7525
C 4.065 0.699 -0.357 0.7069
C 4.127 0.918 -1.734 -0.7561
C 4.749 2.048 -2.230 -0.8951
C 5.318 2.965 -1.358 -0.6221
C 5.281 2.737 0.008 -0.8167
C 4.656 1.609 0.513 -0.5083
C 4.206 -2.165 -0.276 0.6680
C 5.566 -1.975 -0.518 -0.3746
C 6.360 -3.060 -0.845 -0.8403
C 5.811 -4.329 -0.934 -0.7503
C 4.456 -4.516 -0.708 -0.8162
C 3.653 -3.437 -0.383 -0.2563
H 0.223 1.897 4.033 0.4433
H -0.652 0.459 4.495 0.6671
H -1.404 1.592 3.408 0.3560
H 2.317 1.842 1.201 0.2686
H 1.745 4.178 1.426 0.5324
H 0.106 4.693 -0.442 0.4806
H -2.852 3.054 -1.351 0.6345
H -3.646 -1.186 3.004 0.4870
H -5.972 -0.677 3.649 0.4891
H -7.124 1.267 2.683 0.4836
H -5.950 2.740 1.086 0.5500
H -3.630 2.251 0.446 1.0224
H -0.910 -0.637 -2.794 -0.3138
H -2.061 -1.099 -4.845 0.5829
H -4.348 -2.014 -4.796 0.4755
H -5.587 -2.135 -2.669 0.4720
H -4.569 -1.590 -0.575 0.3473
H 1.240 -0.446 4.812 0.4685
H 3.366 -0.935 5.861 0.4559
H 5.399 -1.242 4.472 0.4708
H 5.193 -1.216 2.019 0.5791
H 3.713 0.186 -2.417 0.6172
H 4.789 2.217 -3.295 0.5017
H 5.798 3.850 -1.745 0.4468
H 5.738 3.441 0.685 0.4760
H 4.636 1.436 1.580 0.4300
H 6.000 -0.988 -0.461 0.5470
H 7.411 -2.914 -1.037 0.4560
H 6.436 -5.171 -1.186 0.4274
H 4.020 -5.499 -0.792 0.5224
H 2.599 -3.581 -0.213 0.4098
C -0.239 3.164 -3.391 -0.9634
C -1.147 3.755 -2.367 -1.0917
C -1.391 5.061 -2.204 -1.2248
C -2.212 5.630 -1.143 -1.0428
C -2.318 5.266 0.143 -1.3099
C -1.561 4.218 0.879 1.7158
C -1.856 4.157 2.353 -1.5477
C -1.778 2.852 -1.357 0.5071
N -1.448 1.412 -1.334 1.5229
C -2.488 0.553 -1.882 1.2652
C -3.737 1.243 -2.401 -1.9872
C -1.809 -1.381 -0.160 0.7119
C -2.520 -2.546 0.542 -2.6214
N -0.423 -1.747 -0.383 0.1461
C -0.049 -3.143 -0.446 0.3641
C 0.387 -3.799 0.716 0.8276
C 0.424 -3.154 2.068 -1.2737
C 0.813 -5.124 0.667 -0.7859
C 0.831 -5.824 -0.519 -1.2539
C 0.392 -5.189 -1.662 -0.8465
C -0.047 -3.871 -1.649 0.9394
C -0.507 -3.317 -2.959 -0.6846
H 0.102 3.923 -4.089 0.5156
H -0.740 2.371 -3.945 0.2104
H 0.631 2.729 -2.893 -0.0092
H -0.997 5.770 -2.916 0.5421
H -2.786 6.494 -1.455 0.4459
H -2.978 5.845 0.774 0.5328
H -2.860 3.771 2.537 0.2140
H -1.801 5.161 2.767 0.6062
H -1.125 3.543 2.864 0.0844
H -3.471 2.089 -3.031 0.3562
H -4.396 1.560 -1.596 0.2199
H -4.302 0.558 -3.021 0.8059
H -3.478 -2.242 0.953 1.2467
H -1.911 -2.923 1.356 -0.0498
H -2.690 -3.358 -0.164 0.5374
H 0.056 -2.130 2.020 -0.7649
H 1.443 -3.143 2.459 0.6033
H -0.198 -3.714 2.766 0.5597
H 1.132 -5.599 1.581 0.5125
H 1.166 -6.848 -0.552 0.4736
H 0.380 -5.723 -2.598 0.5034
H -0.504 -4.105 -3.708 0.6587
H 0.151 -2.521 -3.306 0.0349
H -1.522 -2.939 -2.889 -0.0810
```

Calculated values
- energy relative to the best compared isomer or geometry (same formula, charge and spin) (kJ/mol) = 598.2
- net charge = +2
- frontier orbital gap (eV) = 7.014
- highest occupied orbital energy (Eh) = -0.46049
- F_max (eV/A) = 1.1



No. 3
The following is a quantum chemistry calculation of a cluster of 2 separate species, C2HNOS in total at a distorted geometry, from the OMol25 dataset.

The geometry in XYZ format:
```
6
Properties=species:S:1:pos:R:3:mulliken_charge:R:1
C 2.139 -0.921 0.944 -0.0563
C 0.205 0.516 0.274 -0.0460
N 3.097 -1.419 1.320 -0.3004
O -0.361 2.840 0.550 -0.4589
S 0.710 1.879 0.878 0.4712
H -0.470 0.170 -0.426 0.3904
```

Calculated values
- energy relative to the best compared isomer or geometry (same formula, charge and spin) (kJ/mol) = 604.7
- net charge = 0
- frontier orbital gap (spin up / spin down) (eV) = 8.433 / 8.430
- highest occupied orbital energy (spin up / spin down) (Eh) = -0.42266 / -0.42268
- F_max (eV/A) = 4.9



No. 4
The following is a quantum chemistry calculation of a structure of composition C2H5As2Cl2F12NiO9P2Y2 at a distorted geometry, from the OMol25 dataset.

The geometry in XYZ format:
```
37
Properties=species:S:1:pos:R:3:mulliken_spin:R:1
Y 1.059 0.327 1.045 0.0799
Y -0.960 0.058 -2.498 0.0676
Ni -0.525 -2.284 -0.114 1.4841
C -1.827 -3.268 -2.940 -0.0031
O -1.419 -2.324 -2.012 0.0280
H -2.814 -3.665 -2.702 0.0005
H -1.940 -2.753 -3.894 0.0000
H -1.119 -4.078 -3.115 0.0002
P 2.033 -1.105 -1.506 -0.0348
O 3.522 -0.814 -1.772 0.0083
O 1.466 -1.752 -0.216 0.0146
O 0.989 -0.932 -2.641 -0.0059
O 1.920 0.283 -0.966 -0.0387
P -1.640 0.322 0.539 1.8689
O -2.291 0.507 -0.866 0.0234
O -0.800 1.484 1.058 -0.0096
O -0.583 -0.267 -0.365 -0.5595
O -0.867 -0.883 1.099 0.1196
As 1.316 3.414 -1.844 -0.0156
F 1.506 3.878 -3.570 -0.0001
F 2.850 2.420 -1.992 -0.0002
F 1.174 2.759 -0.212 -0.0207
F -0.166 4.385 -1.572 -0.0010
F 0.254 2.032 -2.432 -0.0068
F 2.340 4.803 -1.313 0.0003
As 1.021 -3.100 3.020 -0.0098
F 2.373 -3.693 1.972 0.0006
F 1.229 -1.366 2.624 -0.0085
F -0.435 -2.564 3.947 0.0014
F 0.660 -4.814 3.344 0.0003
F 2.042 -3.018 4.472 -0.0008
F 0.013 -3.291 1.533 0.0035
C -2.035 3.718 2.735 0.0086
Cl -1.699 4.377 4.320 -0.0003
Cl -3.006 4.883 1.776 -0.0004
H -1.068 3.546 2.262 0.0010
H -2.575 2.773 2.798 0.0050
```

Calculated values
- net charge = -2
- 2S+1 = 4
- frontier orbital gap (spin up / spin down) (eV) = 4.928 / 4.522
- highest occupied orbital energy (spin up / spin down) (Eh) = -0.05194 / -0.03607
- F_max (eV/A) = 18.8
- expectation value of S² = 3.77



No. 5
The following is a quantum chemistry calculation of a cluster of 11 separate species, C4H30N8O11 in total at a distorted geometry, from the OMol25 dataset.

The geometry in XYZ format:
```
53
Properties=species:S:1:pos:R:3:mulliken_charge:R:1
N 0.465 -8.071 16.629 -0.4094
C -0.055 -8.867 15.746 0.6519
N 0.593 -8.773 14.607 -0.4426
O -0.823 -9.734 15.911 -0.5939
H 1.270 -7.521 16.366 0.1981
H 0.342 -8.497 17.537 0.2261
H 1.440 -8.241 14.461 0.1546
H 0.287 -9.438 13.912 0.2181
N -2.565 -2.982 17.827 -0.3963
C -2.483 -1.953 18.604 0.7196
N -1.363 -1.286 18.531 -0.4099
O -3.398 -1.679 19.377 -0.6732
H -3.408 -3.535 17.880 0.2248
H -1.707 -3.233 17.355 0.1615
H -0.679 -1.496 17.818 0.1593
H -1.204 -0.585 19.240 0.2252
N -8.978 -8.639 15.352 -0.2666
C -9.412 -9.476 14.527 0.5953
N -8.764 -10.630 14.684 -0.3519
O -10.436 -9.423 13.864 -0.6786
H -9.194 -7.663 15.206 0.2363
H -8.092 -8.904 15.758 0.1345
H -9.004 -11.484 14.200 0.1937
H -7.880 -10.536 15.162 0.1291
N -6.227 -8.072 18.986 -0.3986
C -5.496 -8.928 18.324 0.8264
N -4.335 -8.462 18.200 -0.3568
O -5.919 -9.937 17.871 -0.6617
H -5.757 -7.197 19.171 0.1217
H -7.226 -8.182 19.091 0.1928
H -3.744 -8.931 17.528 0.1418
H -3.970 -7.800 18.869 0.1566
O -6.417 -9.791 23.057 -0.6036
H -6.568 -9.481 23.950 0.3032
H -6.600 -9.031 22.505 0.2977
O -7.975 -12.232 20.268 -0.6044
H -8.896 -11.995 20.375 0.2789
H -7.676 -11.703 19.528 0.3177
O -5.387 -4.560 21.072 -0.6267
H -4.558 -4.290 20.678 0.3073
H -5.195 -4.638 22.006 0.3074
O -10.216 -9.064 20.157 -0.5897
H -10.903 -9.411 20.726 0.2971
H -10.597 -8.273 19.777 0.2970
O -3.055 -13.297 17.009 -0.6055
H -2.613 -12.471 17.206 0.3172
H -2.909 -13.430 16.073 0.2916
O -4.301 -12.794 20.668 -0.6103
H -4.545 -12.729 19.744 0.3208
H -3.345 -12.833 20.661 0.2849
O -1.876 -6.598 20.712 -0.6285
H -2.058 -7.366 21.254 0.3212
H -1.018 -6.775 20.326 0.2985
```

Calculated values
- energy relative to the best compared isomer or geometry (same formula, charge and spin) (kJ/mol) = 413.6
- net charge = 0
- SMILES = NC(N)=O.NC(N)=O.NC(N)=O.NC(N)=O.O.O.O.O.O.O.O
- frontier orbital gap (eV) = 8.928
- highest occupied orbital energy (Eh) = -0.34127
- F_max (eV/A) = 7.7



No. 6
The following is a quantum chemistry calculation of a structure of composition C11H5N2O5Tb at a distorted geometry, from the OMol25 dataset.

The geometry in XYZ format:
```
24
Properties=species:S:1:pos:R:3:mulliken_spin:R:1
O 0.089 -2.670 -3.499 0.0016
C 0.245 -1.565 -3.146 -0.0013
Tb -0.120 -0.368 0.182 6.3015
O -0.609 -3.695 -1.076 0.0029
C -0.423 -2.585 -0.808 -0.0060
C 0.467 1.672 -0.619 -0.1084
O 0.756 2.756 -0.947 -0.0241
C -2.045 0.342 -1.112 -0.0240
O -3.072 0.780 -1.374 0.0069
C 2.180 -0.568 -0.392 -0.0318
O 3.330 -0.561 -0.328 0.0078
H 0.451 0.456 -1.715 -0.1032
N -3.454 -1.911 5.678 0.0000
C -2.607 -1.317 5.119 0.0004
C -1.554 -0.570 4.475 -0.0027
C -0.741 0.236 5.296 0.0014
C 0.290 0.963 4.645 -0.0034
C 0.498 0.891 3.237 0.0141
N -0.293 0.093 2.492 -0.0386
C -1.290 -0.605 3.085 0.0060
H -0.925 0.268 6.409 0.0001
H 0.941 1.586 5.248 -0.0003
H 1.264 1.420 2.613 0.0026
H -1.823 -1.174 2.313 -0.0017
```

Calculated values
- energy relative to the best compared isomer or geometry (same formula, charge and spin) (kJ/mol) = 210.2
- net charge = +2
- 2S+1 = 7
- frontier orbital gap (spin up / spin down) (eV) = 6.843 / 6.879
- highest occupied orbital energy (spin up / spin down) (Eh) = -0.62139 / -0.61530
- F_max (eV/A) = 7.3
- expectation value of S² = 12.62



Question: Which value of net charge does entry 4 give?
Answer: -2



Question: Among the records above, which one has the lowest F_max?
Answer: C3H8O